Formula: C29H77Ag2NO25P3
Source: OMol25
Level of theory: the ωB97M-V functional and the def2-TZVPD basis

Geometry (Å):
Ag -2.306 -0.167 -8.606
Ag -3.699 4.747 -4.547
N -1.155 0.803 -2.076
O -1.609 0.284 -3.128
O -1.795 1.713 -1.629
O -0.122 0.432 -1.545
C 1.864 5.269 8.985
O 0.561 5.744 9.233
P -0.552 5.789 8.042
O -0.225 6.768 6.966
O -0.734 4.255 7.515
C -0.857 3.959 6.136
O -2.015 6.124 8.815
C -2.638 5.261 9.742
H 2.001 4.717 8.056
H 2.149 4.635 9.825
H 2.591 6.081 8.969
H -0.607 2.931 5.872
H -0.212 4.553 5.488
H -1.889 4.143 5.840
H -2.866 5.825 10.646
H -1.986 4.401 9.893
H -3.628 4.898 9.465
C 4.537 -4.800 -10.521
O 4.682 -4.157 -9.250
P 4.341 -2.543 -9.112
O 2.849 -2.187 -9.258
O 5.004 -2.145 -7.634
C 4.821 -0.801 -7.162
O 5.323 -1.777 -10.188
C 5.103 -0.475 -10.594
H 5.385 -5.465 -10.687
H 4.467 -3.991 -11.248
H 3.578 -5.317 -10.565
H 4.636 -0.803 -6.088
H 3.967 -0.276 -7.589
H 5.759 -0.305 -7.413
H 5.166 -0.282 -11.665
H 5.807 0.226 -10.145
H 4.124 -0.132 -10.258
C 3.735 -6.984 -0.217
O 4.696 -7.468 0.769
P 4.263 -8.472 1.972
O 3.322 -7.783 2.902
O 3.753 -9.750 1.098
C 2.844 -10.684 1.684
O 5.682 -9.013 2.626
C 5.670 -9.734 3.873
H 2.744 -7.386 -0.005
H 3.999 -7.224 -1.247
H 3.548 -5.912 -0.264
H 2.235 -10.128 2.397
H 3.443 -11.519 2.049
H 2.185 -11.117 0.932
H 6.113 -9.161 4.687
H 6.267 -10.621 3.661
H 4.647 -10.055 4.070
C 7.984 -2.303 4.882
O 7.594 -1.484 3.773
C 6.199 -1.375 3.506
C 5.499 -0.118 4.060
O 5.558 0.081 5.477
C 4.777 -0.801 6.321
H 7.855 -1.828 5.854
H 9.043 -2.539 4.769
H 7.381 -3.210 4.876
H 5.653 -2.246 3.871
H 6.098 -1.262 2.427
H 4.445 -0.078 3.785
H 5.896 0.787 3.600
H 4.798 -0.341 7.309
H 5.174 -1.816 6.356
H 3.703 -0.868 6.144
C -3.242 -5.017 -8.401
O -3.899 -4.142 -9.396
C -3.976 -4.763 -10.692
C -4.725 -3.762 -11.668
O -4.158 -2.445 -11.567
C -5.014 -1.442 -12.080
H -2.216 -5.228 -8.704
H -3.773 -5.958 -8.260
H -3.238 -4.644 -7.377
H -4.532 -5.697 -10.614
H -2.940 -4.886 -11.005
H -5.800 -3.723 -11.490
H -4.597 -4.129 -12.687
H -4.619 -0.535 -11.622
H -6.056 -1.539 -11.777
H -4.996 -1.402 -13.170
C -5.229 -3.351 3.556
O -5.172 -4.762 3.907
C -3.928 -5.417 3.723
C -3.955 -6.863 4.228
O -4.019 -7.038 5.661
C -3.928 -8.387 6.106
H -4.656 -2.813 4.310
H -6.247 -2.962 3.540
H -4.821 -3.108 2.575
H -3.251 -4.952 4.439
H -3.575 -5.379 2.692
H -3.056 -7.361 3.862
H -4.784 -7.406 3.773
H -3.936 -8.433 7.195
H -3.001 -8.822 5.731
H -4.682 -8.993 5.604
C 2.751 11.866 2.343
O 3.899 11.349 1.679
C 4.291 9.978 2.104
C 3.600 8.800 1.357
O 3.974 8.608 0.047
C 3.113 7.726 -0.687
H 2.942 11.988 3.410
H 1.851 11.290 2.127
H 2.583 12.893 2.019
H 4.224 9.868 3.186
H 5.355 9.937 1.869
H 2.535 9.030 1.346
H 3.805 7.936 1.989
H 2.054 7.964 -0.791
H 3.200 6.787 -0.141
H 3.576 7.517 -1.651
C -11.620 7.165 -0.415
O -10.260 6.928 -0.119
C -9.883 6.897 1.297
C -8.375 6.821 1.402
O -7.756 7.962 0.819
C -6.354 7.993 1.050
H -12.227 6.272 -0.266
H -11.590 7.470 -1.461
H -11.984 8.011 0.167
H -10.345 6.107 1.889
H -10.080 7.882 1.721
H -7.968 5.908 0.968
H -8.054 6.796 2.443
H -5.838 7.173 0.550
H -6.087 7.983 2.107
H -5.936 8.926 0.672

The net charge is +1. For the highest occupied orbital energy, the calculation gives -9.42 eV. Its spin multiplicity is 1. As for the electronic energy: -119843.912 eV.


Formula: C29H77F20N13O26P2S8
Source: OMol25
Level of theory: the ωB97M-V functional and the def2-TZVPD basis

Geometry (Å):
C 0.237 0.535 0.108
C -1.124 0.820 0.773
O -2.050 1.408 -0.091
H 0.276 -0.037 -0.819
H 0.897 0.067 0.838
H 0.802 1.432 -0.147
H -1.000 1.309 1.740
H -1.447 -0.109 1.243
C 1.427 -4.219 5.020
C 0.819 -5.370 4.295
O 1.442 -6.223 3.728
N -0.630 -5.693 4.693
H -0.862 -4.970 5.359
H -1.169 -5.417 3.884
C -0.779 -7.116 5.266
H 2.479 -4.496 5.090
H 0.909 -3.852 5.906
H 1.453 -3.404 4.297
H -1.218 -7.832 4.572
H -1.390 -6.970 6.157
H 0.198 -7.471 5.594
C -0.344 6.106 0.700
C 0.022 4.725 0.170
O 1.127 4.219 0.214
N -1.000 4.126 -0.855
H -1.467 3.302 -0.502
H -1.751 4.771 -1.054
C -0.396 3.666 -2.177
H -0.123 6.908 -0.005
H 0.188 6.243 1.641
H -1.394 6.001 0.973
H 0.056 2.683 -2.041
H 0.356 4.362 -2.547
H -1.188 3.521 -2.912
C 2.381 -0.569 3.086
C 3.229 0.335 2.182
O 3.100 1.562 2.066
N 4.261 -0.479 1.388
H 5.152 -0.007 1.326
H 4.398 -1.335 1.907
C 3.720 -0.696 -0.036
H 1.975 -1.442 2.575
H 1.523 -0.029 3.486
H 2.988 -1.072 3.838
H 2.911 -1.423 0.027
H 4.557 -1.204 -0.517
H 3.412 0.241 -0.500
C -1.119 4.308 4.646
C -0.638 2.828 4.586
O 0.157 2.477 3.747
N -1.273 1.829 5.568
H -0.564 1.487 6.201
H -1.878 2.373 6.165
C -1.910 0.604 4.845
H -1.609 4.579 3.711
H -0.290 4.993 4.825
H -1.894 4.564 5.369
H -1.014 0.171 4.401
H -2.617 1.004 4.119
H -2.380 0.118 5.701
C 7.204 3.347 -2.042
C 6.468 4.580 -1.517
O 6.200 5.498 -2.232
N 6.278 4.690 0.033
H 7.031 4.265 0.555
H 6.309 5.675 0.254
C 4.869 4.095 0.398
H 8.158 3.293 -1.517
H 7.389 3.451 -3.111
H 6.674 2.395 -2.041
H 4.650 4.489 1.391
H 4.845 3.005 0.415
H 4.163 4.384 -0.380
C 1.060 -1.142 -5.699
C 0.002 -1.805 -6.524
O -1.032 -2.299 -6.039
N 0.306 -1.845 -8.028
H 0.622 -0.992 -8.468
H 1.067 -2.434 -8.335
C -0.957 -2.300 -8.780
H 0.891 -1.145 -4.622
H 1.208 -0.119 -6.042
H 1.979 -1.728 -5.697
H -1.058 -3.367 -8.579
H -0.918 -2.187 -9.863
H -1.802 -1.723 -8.404
C -4.370 -1.230 -0.716
C -4.313 -0.461 -1.987
O -5.229 -0.465 -2.787
N -2.958 0.065 -2.451
H -3.096 0.663 -3.253
H -2.549 0.555 -1.667
C -1.951 -0.972 -2.974
H -5.399 -1.283 -0.359
H -3.644 -0.886 0.020
H -4.001 -2.204 -1.037
H -2.486 -1.743 -3.529
H -1.424 -1.226 -2.055
H -1.183 -0.478 -3.570
C 4.824 -3.678 -4.871
C 3.863 -3.525 -3.696
O 3.171 -2.546 -3.577
N 3.890 -4.681 -2.726
H 2.950 -5.018 -2.574
H 4.311 -5.505 -3.133
C 4.629 -4.243 -1.464
H 4.830 -2.805 -5.523
H 4.447 -4.575 -5.364
H 5.872 -3.866 -4.640
H 4.096 -3.473 -0.907
H 5.638 -3.888 -1.677
H 4.668 -5.035 -0.717
C -6.140 4.614 2.354
C -4.696 4.080 2.157
O -3.820 4.377 2.915
N -4.304 3.250 0.891
H -4.125 3.887 0.128
H -3.443 2.733 1.001
C -5.429 2.254 0.402
H -6.051 5.396 3.108
H -6.797 3.910 2.863
H -6.622 5.071 1.489
H -6.097 2.072 1.244
H -4.819 1.381 0.172
H -5.799 2.607 -0.561
P 4.769 -3.888 2.437
F 4.154 -4.866 3.627
F 4.519 -2.436 3.185
F 6.293 -3.885 2.935
F 5.265 -3.204 1.071
F 5.034 -5.327 1.661
F 3.368 -3.681 1.738
P 3.229 2.099 -3.346
F 1.890 2.807 -3.890
F 4.035 3.554 -3.387
F 2.819 2.497 -1.807
F 4.555 1.261 -2.922
F 2.323 0.689 -3.370
F 3.636 1.811 -4.924
N 1.421 -5.621 -2.766
S 0.615 -5.662 -4.065
O 0.750 -4.488 -4.936
O -0.625 -6.393 -4.002
F 1.651 -6.689 -4.810
S 0.484 -4.425 -1.972
O -0.753 -3.838 -2.543
O 1.247 -3.432 -1.217
F -0.243 -5.287 -0.838
N -6.802 1.167 3.593
S -6.270 1.556 4.955
O -4.953 2.142 4.929
O -6.574 0.787 6.176
F -7.255 2.813 5.194
S -5.674 -0.112 3.377
O -5.628 -1.212 4.337
O -4.495 0.122 2.548
F -6.692 -0.734 2.269
N -2.004 -4.485 2.623
S -2.955 -3.403 3.027
O -3.837 -2.715 2.065
O -2.655 -2.780 4.292
F -3.984 -4.505 3.570
S -1.036 -3.249 1.855
O -0.285 -2.375 2.656
O -1.470 -2.880 0.520
F 0.229 -4.228 1.431
N -3.486 5.125 -0.970
S -4.112 6.503 -0.906
O -5.555 6.677 -0.757
O -3.304 7.589 -1.447
F -3.656 6.642 0.599
S -4.005 4.901 -2.576
O -3.030 5.491 -3.501
O -5.394 4.776 -2.902
F -3.544 3.337 -2.696

The net charge is +2. For the highest occupied orbital energy, the calculation gives -12.12 eV. Its spin multiplicity is 1. As for the electronic energy: -263519.737 eV.